Here is C6H6N5 as an isolated structure at a distorted geometry from the OMol25 dataset. Energies are from ωB97M-V/def2-TZVPD.

Structure (XYZ):
```
17
Properties=species:S:1:pos:R:3
N -2.411 -1.035 0.225
N -0.217 -2.040 0.012
N 1.439 -0.171 -0.067
N 0.102 1.620 -0.030
N -3.129 1.219 -0.064
C 0.259 -0.774 -0.013
C -2.129 0.348 -0.024
C 1.312 1.170 -0.114
C 2.730 -0.904 -0.041
C -1.430 -1.742 0.105
C -0.752 0.613 0.020
H 2.690 -1.838 -0.581
H -4.203 1.111 0.088
H 2.043 1.916 -0.394
H 2.976 -1.372 0.891
H -2.940 2.124 0.305
H 3.660 -0.246 -0.317
```

Computed properties:
Orbital gap, eV: 7.74
Relative energy (zero: lowest compared OMol25 entry of this formula, charge and spin), kcal per mole: 14.57
E_tot, eV: -13759.378
Total charge: +1